Entry from OMol25: C25H23BF4GeN4S3Tl as an isolated structure in a non-equilibrium geometry (ωB97M-V/def2-TZVPD).

Structure (XYZ):
```
62
Properties=species:S:1:pos:R:3:mulliken_spin:R:1
Tl -0.7494 -1.7006 1.5872 0.14
S 0.0834 -4.3408 0.9070 0.09
C 1.4731 -3.5912 0.2175 0.00
S 2.1208 -2.1610 0.8921 0.02
C 2.0506 -4.1729 -0.9261 -0.01
C 1.4373 -5.2538 -1.5815 0.00
N 0.8625 -6.0822 -2.1515 0.00
C 3.2368 -3.6878 -1.5230 0.00
N 4.2160 -3.3508 -2.0320 0.00
C 0.2968 -2.7773 -3.9143 0.00
N -0.6163 -2.0912 -3.0385 0.00
C -1.5464 -2.6643 -2.2407 0.00
S -2.5819 -1.6749 -1.3335 0.00
N -1.5909 -3.9971 -2.2202 0.00
C -2.5110 -4.7548 -1.4086 0.00
H 0.8648 -2.0270 -4.4560 0.00
H -0.2408 -3.3999 -4.6325 0.00
H 1.0049 -3.4055 -3.3665 0.00
H -0.5851 -1.0774 -2.9894 0.00
H -0.7803 -4.5124 -2.5433 0.00
H -2.9436 -4.1007 -0.6469 0.00
H -1.9591 -5.5542 -0.9230 0.00
H -3.3138 -5.1687 -2.0268 0.00
F -0.9030 -0.5310 4.1751 0.00
B -1.5790 0.0854 5.2551 0.00
F -1.5771 -0.7544 6.3420 0.00
F -0.9572 1.2769 5.5596 0.00
F -2.8878 0.3342 4.8545 0.00
C 1.8172 1.8844 -3.7339 0.03
C 0.6315 1.2131 -3.4716 -0.02
C 0.2407 0.9924 -2.1621 0.00
C 1.0148 1.4419 -1.0914 0.07
C 2.1986 2.1157 -1.3710 -0.01
C 2.5952 2.3373 -2.6810 -0.01
Ge 0.3738 1.0784 0.7265 0.45
C 1.4229 2.1909 1.9568 0.04
C 0.8528 3.2663 2.6296 0.04
C 1.6203 4.0640 3.4647 -0.01
C 2.9658 3.7930 3.6470 0.02
C 3.5428 2.7118 2.9986 -0.01
C 2.7728 1.9145 2.1676 0.01
C -1.4557 1.8257 0.7790 0.10
C -2.2418 1.5981 1.9050 0.01
C -3.5147 2.1324 2.0087 -0.01
C -4.0286 2.9020 0.9761 0.01
C -3.2556 3.1469 -0.1471 -0.01
C -1.9773 2.6154 -0.2419 0.03
H 2.1336 2.0525 -4.7551 0.00
H 0.0136 0.8624 -4.2907 0.00
H -0.7001 0.4901 -1.9474 -0.01
H 2.8181 2.4760 -0.5611 0.00
H 3.5202 2.8661 -2.8803 0.00
H -0.2002 3.4790 2.5117 0.00
H 1.1584 4.8926 3.9869 0.00
H 3.5614 4.4121 4.3095 0.00
H 4.5888 2.4796 3.1522 0.00
H 3.2269 1.0585 1.6837 -0.01
H -1.8668 1.0170 2.7274 0.02
H -4.0914 1.9364 2.9010 0.00
H -5.0298 3.3120 1.0472 0.00
H -3.6483 3.7517 -0.9572 0.00
H -1.3843 2.8254 -1.1236 0.00
```

## Properties
Gap between HOMO and LUMO (alpha / beta) = 6.316 / 5.821 eV
E_HOMO (alpha / beta) = -0.075 / -0.091 Eh
ΔE to the lowest compared entry with this formula, charge and spin = 0.5160 eV
Molecular weight = 839.5 g/mol
LUMO level (alpha / beta) = 4.29 / 3.36 eV
2S+1 = 2
Charge = -2
Energy = -137529.5747 eV
Maximum force = 0.021 Eh/bohr